{
  "formula": "C27H28Cl2CsN7O8S7",
  "method": "ωB97M-V/def2-TZVPD",
  "charge": -2,
  "lumo_ev": 3.15,
  "molar_mass_g_mol": 1006.8,
  "homo_energy_ev": -0.458,
  "species": ["Cs", "O", "C", "O", "C", "C", "C", "C", "C", "N", "C", "O", "O", "H", "H", "H", "H", "H", "N", "N", "C", "N", "S", "H", "H", "H", "H", "H", "Cl", "C", "Cl", "H", "H", "S", "C", "S", "C", "C", "S", "S", "S", "C", "C", "C", "C", "N", "C", "C", "H", "H", "H", "H", "H", "H", "H", "C", "C", "N", "O", "H", "H", "H", "H", "H", "O", "C", "N", "S", "O", "O", "C", "C", "C", "C", "C", "C", "H", "H", "H", "H"],
  "coordinates": [[-0.3692, 0.1723, 0.4284], [0.3978, -0.8886, -4.3455], [0.5196, -0.5713, -3.0577], [-0.3438, -0.0588, -2.4001], [1.8595, -0.9938, -2.5041], [2.6954, -1.8154, -3.2511], [3.9016, -2.2041, -2.6958], [4.2096, -1.7861, -1.4112], [3.2874, -0.9867, -0.7425], [2.1461, -0.5877, -1.2771], [3.5206, -0.5159, 0.6687], [4.3569, -1.2978, 1.4194], [3.0312, 0.4555, 1.1554], [-0.5329, -0.6950, -4.6278], [2.3961, -2.1214, -4.2416], [4.5936, -2.8226, -3.2528], [5.1633, -2.0466, -0.9681], [4.5282, -2.1205, 0.9462], [-3.3691, 1.2232, -3.0388], [-3.3733, -0.1430, -2.7114], [-3.1090, -1.1360, -3.5511], [-3.2545, -2.3826, -3.0633], [-2.6925, -0.8885, -5.1859], [-3.5213, 1.2762, -4.0425], [-2.4282, 1.6066, -2.8782], [-3.6859, -0.3597, -1.7760], [-3.4918, -2.5520, -2.0898], [-2.9858, -3.1363, -3.6661], [-3.6355, 0.8375, 2.0164], [-3.4882, 2.6003, 1.8177], [-2.7415, 3.0416, 0.2881], [-2.8554, 2.9602, 2.6211], [-4.4864, 3.0204, 1.8705], [2.7563, 6.4118, -5.7256], [2.1195, 5.4099, -4.5245], [3.0552, 4.4587, -3.4649], [1.7882, 3.6893, -2.5248], [0.5206, 4.0341, -2.9014], [-1.0392, 3.5270, -2.3126], [0.4584, 5.1662, -4.2441], [2.3423, 2.5982, -1.2907], [1.4917, 6.5564, 3.6136], [0.9118, 5.2348, 3.1923], [0.9599, 4.8046, 1.8790], [0.4016, 3.5776, 1.5343], [-0.1655, 2.7661, 2.4275], [-0.2029, 3.1757, 3.6992], [0.3057, 4.3887, 4.1224], [1.9029, 7.0929, 2.7598], [2.2907, 6.4145, 4.3445], [0.7296, 7.1855, 4.0783], [1.4217, 5.4052, 1.1058], [0.4413, 3.2502, 0.4984], [-0.6504, 2.4802, 4.4034], [0.2424, 4.6694, 5.1680], [1.8517, -1.6674, 4.5011], [1.1871, -0.3909, 4.0303], [2.0222, 0.6720, 3.8482], [-0.0113, -0.3231, 3.8308], [2.5578, -1.4752, 5.3097], [2.4043, -2.1070, 3.6677], [1.0838, -2.3639, 4.8251], [2.9848, 0.4638, 3.6344], [1.6341, 1.4118, 3.2758], [0.3483, -3.1287, -0.3232], [-0.8202, -3.3682, -0.0378], [-1.7467, -2.4658, 0.3591], [-3.1682, -3.1305, 0.6499], [-3.5789, -3.0469, 2.0266], [-4.1571, -2.6872, -0.3224], [-2.7064, -4.8053, 0.2629], [-3.4401, -5.9751, 0.2829], [-2.7848, -7.1449, -0.0840], [-1.4412, -7.1257, -0.4554], [-0.7225, -5.9367, -0.4676], [-1.3782, -4.7757, -0.1005], [-4.4827, -5.9783, 0.5723], [-3.3241, -8.0843, -0.0834], [-0.9565, -8.0520, -0.7392], [0.3201, -5.8955, -0.7553]],
  "mulliken_charge": [0.658, -0.428, -0.060, 0.283, 0.051, -0.659, -0.802, -0.856, 0.260, 0.725, 0.365, -0.510, -0.392, 0.116, 0.563, 0.423, 0.522, 0.329, -0.735, 0.203, 0.514, -0.291, -0.567, 0.245, 0.092, 0.228, 0.185, 0.171, -0.120, -0.327, -0.001, 0.036, 0.367, -0.434, 0.067, -0.165, -0.164, -0.298, -0.330, -0.173, -0.157, -1.538, 1.258, -0.879, 0.224, 0.175, -0.825, -0.460, 0.350, 0.317, 0.328, 0.409, -0.191, 0.496, 0.381, -1.225, 0.772, -0.322, -0.530, 0.363, 0.246, 0.291, 0.276, 0.183, -0.587, 0.508, -0.229, 0.922, -0.723, -0.805, 0.163, -0.592, -0.433, -0.491, -0.456, 0.000, 0.433, 0.372, 0.373, 0.514]
}


{
  "formula": "C7H12O",
  "method": "ωB97M-V/def2-TZVPD",
  "charge": 0,
  "lumo_ev": 1.11,
  "molar_mass_g_mol": 112.2,
  "homo_energy_ev": -7.746,
  "species": ["C", "C", "C", "C", "C", "H", "H", "H", "H", "H", "H", "H", "H", "C", "C", "O", "H", "H", "H", "H"],
  "coordinates": [[-1.6711, 0.1038, 0.1979], [-2.0094, -0.9083, -0.9064], [-2.3907, 1.4333, -0.0319], [-0.1848, 0.2548, 0.2979], [0.6414, 1.2311, 0.1803], [-2.0136, -0.3186, 1.1511], [-3.0863, -1.0782, -0.9479], [-1.5174, -1.8644, -0.7285], [-1.6852, -0.5333, -1.8781], [-2.0878, 1.8718, -0.9837], [-3.4711, 1.2833, -0.0541], [-2.1613, 2.1445, 0.7613], [0.7297, 2.2741, -0.0492], [3.7127, -1.1716, 0.4629], [2.3298, -0.6107, 0.3110], [2.2658, 0.6415, 0.2499], [0.4690, -0.7105, 0.4686], [3.8959, -1.8528, -0.3725], [4.4987, -0.4118, 0.5014], [3.7356, -1.7780, 1.3699]],
  "mulliken_charge": [0.937, -1.356, -1.598, -0.529, -0.012, 0.182, 0.372, 0.371, 0.349, 0.358, 0.415, 0.376, 0.403, -0.965, 0.072, -0.323, 0.141, 0.271, 0.286, 0.248]
}


{
  "formula": "C6H11NS",
  "method": "ωB97M-V/def2-TZVPD",
  "smiles": "C/C=C(C)/N=C/SC",
  "charge": 0,
  "lumo_ev": 0.88,
  "molar_mass_g_mol": 129.2,
  "homo_energy_ev": -8.187,
  "species": ["C", "C", "C", "C", "N", "C", "S", "C", "H", "H", "H", "H", "H", "H", "H", "H", "H", "H", "H"],
  "coordinates": [[2.3736, -1.4584, 0.6976], [0.9734, -0.8790, 0.4261], [0.6920, 0.2382, -0.3299], [1.5789, 1.4014, -0.7347], [-0.7367, 0.4733, -0.4220], [-1.2680, -0.6538, -0.3705], [-2.9935, -0.7692, 0.0126], [-3.3837, 0.9715, 0.2827], [2.3361, -2.0042, 1.6151], [3.2231, -0.6318, 0.6376], [2.5783, -2.1616, -0.2205], [0.2341, -1.2733, 1.0878], [1.2885, 1.8447, -1.7785], [2.6038, 0.9125, -0.9921], [1.6286, 2.1423, 0.1538], [-0.9402, -1.6539, -0.7997], [-3.6356, 1.3878, -0.7127], [-2.2903, 1.2369, 0.5080], [-4.2622, 0.8766, 0.9395]],
  "mulliken_charge": [-1.091, -0.527, 0.585, -0.912, -0.591, -0.055, -0.097, -0.694, 0.342, 0.287, 0.212, 0.499, 0.281, 0.297, 0.223, 0.411, 0.225, 0.268, 0.339]
}


{
  "formula": "C11H6Cl2F6N2O6PdS3",
  "method": "ωB97M-V/def2-TZVPD",
  "charge": -2,
  "lumo_ev": 4.05,
  "molar_mass_g_mol": 649.7,
  "homo_energy_ev": -2.592,
  "species": ["Pd", "Cl", "C", "C", "C", "C", "O", "C", "C", "O", "C", "H", "H", "H", "H", "Cl", "C", "H", "H", "F", "C", "F", "F", "S", "O", "O", "N", "S", "O", "O", "C", "F", "F", "F", "S", "C", "N"],
  "coordinates": [[0.1477, 0.7058, 0.6882], [-4.6781, 1.9681, -5.5107], [-3.5282, 2.0845, -4.1964], [-2.8862, 3.3165, -3.9546], [-1.9685, 3.4335, -2.9544], [-1.5915, 2.3241, -2.1028], [-0.6772, 2.4308, -1.2656], [-2.3388, 1.0973, -2.3364], [-2.2261, -0.0657, -1.5128], [-1.7141, -0.2007, -0.4037], [-3.2553, 1.0060, -3.4059], [-3.1293, 4.1694, -4.5778], [-1.4658, 4.3743, -2.7673], [-2.7236, -0.9578, -1.9478], [-3.7572, 0.0608, -3.5835], [-0.8889, 1.4046, 3.4049], [-0.8956, 1.9619, 1.7157], [-0.5011, 2.9735, 1.6897], [-1.9187, 1.8865, 1.3489], [-0.5587, -3.1903, -0.2646], [-0.1270, -3.0291, 0.9882], [-1.0669, -2.3887, 1.6790], [0.0154, -4.2515, 1.5190], [1.4645, -2.0611, 1.0528], [1.4096, -1.3813, 2.3037], [1.4072, -1.2479, -0.1435], [2.5637, -3.1476, 0.8610], [3.2964, -3.8853, 2.0377], [4.1172, -4.9260, 1.4897], [2.4921, -4.1830, 3.1834], [4.5293, -2.6064, 2.6571], [5.7433, -3.1647, 2.7926], [4.6497, -1.5834, 1.8126], [4.1757, -2.1324, 3.8486], [2.2783, 1.9755, 0.9785], [1.9179, 3.1883, 2.0611], [1.6886, 4.0417, 2.8154]],
  "mulliken_charge": [0.897, -0.295, 0.229, -0.388, -0.647, -0.080, -0.617, 1.048, -0.277, -0.540, -0.783, 0.360, 0.397, 0.191, 0.317, -0.222, -0.853, 0.479, 0.287, -0.248, 0.750, -0.236, -0.243, 1.139, -0.592, -0.782, -0.492, 1.156, -0.706, -0.615, 0.666, -0.255, -0.233, -0.233, -0.341, 0.406, -0.644]
}